No. 1
Molecular formula: C4H6CuO2
Method: DFT, ωB97M-V/def2-TZVPD

Structure (XYZ):
```
13
Properties=species:S:1:pos:R:3:forces:R:3
H 2.8644 0.8990 2.1612 0.012 -0.051 0.165
O 2.5258 -0.4547 -0.8242 0.035 -0.266 -0.185
C 1.8043 -1.0186 0.2246 -0.213 -0.301 -0.594
C 0.4714 -0.9681 0.3298 -0.606 -0.340 -0.690
C -0.1200 -1.7709 1.4670 -0.160 0.088 -0.046
C -1.5150 -2.2422 1.2290 0.372 0.303 -0.333
O -2.1860 -1.9354 0.2561 -0.625 -0.388 0.310
Cu -1.3620 -0.4759 -1.1382 1.869 -0.437 1.445
H 2.0812 -0.7306 -1.6352 -0.155 0.319 0.173
H 2.4875 -1.6503 0.8179 -0.573 0.671 0.212
H -0.2209 -1.1765 2.4022 0.141 0.022 -0.144
H 0.4592 -2.6625 1.7921 -0.095 0.280 -0.155
H -1.9631 -2.8937 2.0088 -0.002 0.099 -0.159
```
Forces are in eV/Å.

Output
- HOMO level (spin up / spin down) (eV) = -1.0 / -0.2
- charge = -1
- 2S+1 = 1
- E (Ha) = -1946.74437

Partial atomic charges computed with the Mulliken method, in multiples of e: H -0.3504; O -0.1242; C -0.7396; C -0.4334; C -0.4931; C 0.1879; O -0.3587; Cu 0.0868; H 0.2126; H 0.2052; H 0.1788; H 0.3075; H 0.3205

=====

No. 2
Molecular formula: C26H72BO33
Method: DFT, ωB97M-V/def2-TZVPD

Structure (XYZ):
```
132
Properties=species:S:1:pos:R:3:forces:R:3
O 1.5672 2.3097 1.6907 0.029 -0.056 -0.033
C 1.5632 1.3198 1.0073 0.328 0.376 0.050
O 0.8291 1.1116 -0.0552 -0.623 -0.222 -0.419
B 1.1330 -0.2128 -0.6739 0.617 0.460 0.441
O 2.1950 -0.7518 0.2073 -0.342 -0.434 -0.593
C 2.4650 0.0864 1.1800 0.016 -0.056 0.872
O 3.2332 -0.0848 2.0868 -0.088 0.064 -0.362
O 1.6351 -0.0072 -2.0445 -0.454 -0.356 0.106
C 0.7194 -0.4753 -2.8884 -0.329 0.060 0.057
O 0.7344 -0.4650 -4.0786 0.319 0.205 -0.201
C -0.4374 -1.0838 -2.0630 0.259 -0.254 -1.272
O -0.0777 -1.0652 -0.8038 0.340 0.504 1.007
O -1.4223 -1.5470 -2.5589 -0.140 0.041 0.594
O 4.2961 1.1002 -2.4598 0.171 -0.033 0.052
H 5.0648 0.5281 -2.5555 -0.007 0.076 0.134
H 3.7047 0.6185 -1.8681 -0.034 0.008 -0.240
O 4.5544 3.7348 1.9195 -0.218 0.131 0.054
H 4.6781 4.3331 2.6633 0.024 -0.075 -0.030
H 3.6192 3.4881 1.9520 0.085 -0.148 -0.010
O 5.5111 -0.6687 3.7613 0.009 0.105 -0.092
H 4.9689 -0.3539 3.0200 0.058 -0.158 0.252
H 4.8744 -0.8588 4.4560 -0.022 0.021 -0.055
C -1.4860 0.2553 3.0697 1.231 0.061 0.422
C -2.3811 1.2918 3.7013 -1.311 -0.340 -0.164
O -3.0708 0.8636 4.8833 0.443 0.017 0.122
O -0.4859 -0.2523 3.9562 -0.187 0.125 -0.202
H -0.9358 0.7546 2.2602 -0.453 -0.015 -0.368
H -2.0413 -0.5887 2.6599 -0.001 -0.017 0.183
H -3.1802 1.4899 2.9710 0.458 0.531 -0.238
H -1.8281 2.1961 3.9516 0.009 -0.033 0.014
H -3.8761 0.4258 4.6013 -0.012 -0.098 0.048
H 0.0677 0.5162 4.1806 -0.370 -0.245 0.138
C 0.8391 5.4278 3.7988 0.826 1.101 -0.474
C 1.9546 6.5232 3.7281 -1.123 -1.100 0.298
O 1.4142 7.7910 4.0356 0.452 0.535 -0.217
O 0.8071 4.7901 5.0732 0.250 0.074 -0.166
H 1.0442 4.7179 2.9977 -0.181 -0.558 0.464
H -0.1326 5.8929 3.6270 0.034 0.071 -0.271
H 2.3940 6.5780 2.7341 -0.266 0.189 -0.118
H 2.7563 6.1700 4.3882 0.026 0.367 0.223
H 1.0975 7.8634 4.9382 0.126 -0.243 0.122
H 0.7210 5.4613 5.7557 -0.081 -0.104 0.068
C 2.1598 1.0786 6.4912 -1.002 0.830 -0.101
C 2.0072 1.5510 5.0562 0.387 1.203 -0.600
O 0.7320 2.1678 4.8434 -0.036 -0.166 0.286
O 1.1632 0.1291 6.8728 0.711 0.023 -0.097
H 1.9452 1.9776 7.0840 0.489 0.086 0.136
H 3.1782 0.7627 6.7090 -0.122 -0.473 0.020
H 2.1947 0.8300 4.2581 -0.242 -0.409 0.317
H 2.7275 2.3525 4.8423 0.449 -0.290 0.309
H 0.8206 3.1381 4.9952 -0.208 -0.855 -0.042
H 0.3703 0.6645 6.9809 -0.218 -0.330 -0.177
C -4.4431 -4.4250 -3.9380 1.601 0.122 -0.118
C -3.9216 -3.9242 -2.6094 0.645 -0.421 0.345
O -4.9742 -3.6366 -1.6989 0.149 0.057 -0.159
O -5.0765 -5.6942 -3.8656 -0.845 0.405 0.050
H -3.6043 -4.5263 -4.6360 0.162 0.246 0.107
H -5.0177 -3.5996 -4.3580 -0.891 -0.662 -0.082
H -3.2660 -3.0568 -2.7464 -0.557 0.315 -0.140
H -3.2129 -4.6274 -2.1448 -0.299 -0.339 -0.117
H -5.0880 -4.4084 -1.1402 -0.134 -0.018 0.030
H -4.4096 -6.3334 -3.6027 0.076 0.046 0.019
C -2.2189 -0.5919 -5.5960 0.887 0.516 0.264
C -1.6780 -2.0066 -5.7267 -0.727 -0.341 0.587
O -2.6792 -2.8639 -6.3223 0.569 0.347 -0.744
O -2.6653 -0.0203 -6.8171 -0.846 -0.302 -0.113
H -1.4505 0.1106 -5.2525 0.259 -0.631 0.467
H -2.9826 -0.5760 -4.8166 -0.485 0.091 -0.540
H -1.5533 -2.4814 -4.7505 0.667 0.752 0.153
H -0.7236 -1.9825 -6.2628 -0.126 -0.250 -0.208
H -2.1803 -3.5156 -6.8226 -0.283 -0.122 -0.074
H -1.9905 -0.1539 -7.4878 0.077 -0.045 0.077
C 1.8421 -3.6790 2.4661 0.682 1.036 0.184
C 0.7353 -3.3561 3.4572 -0.001 -0.890 0.494
O 0.2972 -4.5800 4.0778 0.051 -0.144 -0.126
O 3.0880 -4.0223 3.1043 -0.592 -0.283 0.220
H 2.0997 -2.7847 1.8867 -0.631 -0.025 -0.298
H 1.5716 -4.4817 1.7882 -0.026 -0.091 0.128
H -0.1490 -2.8928 3.0156 0.364 0.204 -0.237
H 1.1241 -2.7324 4.2707 0.007 0.413 -0.405
H 0.2709 -4.4249 5.0219 -0.076 -0.090 0.083
H 3.2599 -3.2846 3.7001 0.258 -0.118 -0.037
C -0.2823 -5.8582 -0.1367 0.509 -0.502 1.061
C -0.3941 -4.4371 -0.5785 0.463 0.912 -0.231
O -0.7438 -3.5593 0.4758 -0.633 -0.594 0.519
O -1.5384 -6.4824 0.0933 -0.204 0.237 -0.378
H 0.2932 -5.8719 0.7984 -0.018 0.030 -0.095
H 0.3023 -6.4323 -0.8665 -0.119 0.148 -0.179
H -1.0815 -4.3913 -1.4328 -0.008 0.253 0.038
H 0.6102 -4.1143 -0.8814 0.006 -0.349 -0.549
H -0.6370 -2.6343 0.2224 0.066 -0.245 -0.304
H -1.4172 -7.1478 0.7720 -0.049 0.008 0.096
C 3.4885 -0.7541 -5.2684 0.712 -0.502 -0.329
C 2.9543 -2.1439 -5.5696 -0.782 0.033 0.322
O 3.6678 -3.0791 -4.7667 0.580 0.257 0.192
O 4.7641 -0.6212 -5.9199 0.023 0.087 0.110
H 3.6271 -0.6694 -4.1916 -0.268 0.128 0.022
H 2.8634 0.0655 -5.6230 -0.332 -0.319 0.077
H 3.0256 -2.3659 -6.6369 0.235 0.023 -0.050
H 1.9010 -2.2030 -5.2804 -0.072 0.223 -0.165
H 3.4994 -3.9863 -5.0221 -0.197 0.018 -0.243
H 5.4076 -0.4131 -5.2414 0.132 -0.003 -0.080
C 1.5304 4.6160 -2.7029 -1.239 0.975 0.181
C 0.7923 3.3135 -3.0065 1.021 -0.214 0.125
O 0.1067 3.3516 -4.2406 -0.749 0.153 0.187
O 0.6256 5.7170 -2.8486 0.034 0.539 -0.720
H 2.3223 4.8166 -3.4246 0.219 -0.161 0.186
H 1.8647 4.6963 -1.6654 0.632 -0.747 -0.124
H 0.1239 3.1695 -2.1565 -0.547 -0.161 -0.472
H 1.4553 2.4413 -3.0425 0.286 0.209 0.409
H 0.7366 3.2631 -4.9587 0.148 -0.024 0.065
H 0.0878 5.8991 -2.0629 0.341 -0.641 0.015
C -1.0206 4.7192 0.5202 -0.626 -0.483 0.009
C -1.5029 3.2944 0.3400 -0.452 -0.980 0.314
O -2.9118 3.1840 0.0585 0.062 0.617 -0.363
O -1.1409 5.4767 -0.6729 -0.172 -0.092 -0.158
H 0.0307 4.6790 0.8074 -0.047 0.172 0.061
H -1.6467 5.1818 1.2950 0.320 0.011 0.119
H -1.4009 2.7214 1.2634 0.445 0.282 0.149
H -0.9565 2.7356 -0.4188 0.217 0.279 -0.003
H -3.0177 2.9530 -0.8685 -0.016 0.014 0.003
H -1.9529 5.1737 -1.1034 0.090 0.235 0.012
C -3.5548 -1.9753 0.6369 -0.402 -0.556 -0.426
C -4.5748 -1.2289 -0.1936 -0.203 0.195 0.075
O -4.7924 0.0505 0.4204 -0.014 0.184 0.202
O -4.1819 -2.4512 1.8289 0.454 0.280 0.143
H -2.6790 -1.3575 0.8503 -0.107 0.200 0.029
H -3.1794 -2.8431 0.0960 -0.172 -0.077 0.110
H -5.5347 -1.7451 -0.1538 0.183 -0.216 0.020
H -4.3038 -1.1933 -1.2515 0.228 0.365 0.104
H -4.6652 0.7820 -0.1830 0.129 -0.058 -0.167
H -4.3586 -1.6656 2.3591 -0.118 -0.116 0.030
```
Forces are in eV/Å.

Output
- HOMO level (eV) = -7.6
- charge = -1
- 2S+1 = 1
- E (Ha) = -3541.74527

Mulliken population analysis, charges in e, atoms 1 to 99: O -0.1324; C 0.9213; O 0.2217; B -0.2920; O -0.6178; C 0.0708; O -0.5889; O 0.2587; C -0.0070; O -0.5968; C 0.0335; O 0.2971; O -0.4084; O -0.6748; H 0.2371; H 0.2554; O -0.6463; H 0.2958; H 0.2328; O -0.6641; H 0.4789; H 0.2598; C 1.7125; C -0.5435; O -0.6043; O -0.5054; H -0.6275; H -0.5268; H 0.4829; H 0.0795; H 0.3430; H 0.1447; C 0.6213; C -0.6464; O -0.5377; O -0.4650; H -0.4141; H 0.2655; H 0.3173; H 0.3407; H 0.3194; H 0.2773; C -0.8303; C 0.4000; O -0.5071; O -0.5517; H 0.3104; H 0.3984; H -0.2913; H 0.4254; H 0.1947; H 0.3020; C -0.6515; C 0.6633; O -0.4919; O -0.5742; H 0.2923; H 0.3931; H -0.1785; H 0.0246; H 0.3053; H 0.3231; C -0.1260; C 0.1427; O -0.5437; O -0.5903; H 0.0798; H 0.0916; H 0.0035; H 0.3694; H 0.3089; H 0.3355; C 0.4992; C 0.0474; O -0.6193; O -0.6118; H -0.1000; H -0.2628; H -0.1623; H 0.5108; H 0.3371; H 0.3287; C -0.6935; C 0.2873; O -0.4595; O -0.5395; H 0.3318; H 0.3234; H -0.0524; H 0.1756; H 0.2331; H 0.3181; C 0.0689; C 0.0125; O -0.5640; O -0.5893; H -0.0169; H 0.1767; H 0.3803